Molecular formula: C28H42AgAsF6N2O16
Method: DFT, ωB97M-V/def2-TZVPD

Structure (XYZ):
```
96
Properties=species:S:1:pos:R:3:forces:R:3
Ag 0.3935 -0.0979 0.2833 0.126 -0.595 -1.279
As 0.8833 2.0673 3.4908 2.496 2.715 1.237
F 0.2263 0.9937 4.7169 0.116 0.542 -0.986
F 2.5498 1.3744 3.8639 -1.939 0.579 -0.692
F 1.6554 3.1987 2.2612 -1.125 -1.546 1.445
F -0.7457 2.6992 3.0920 1.666 -0.539 0.627
F 1.2821 3.3460 4.8158 -1.164 -2.002 -2.257
F 0.6908 0.8681 2.1935 0.217 0.773 1.984
C -5.1238 3.6086 1.6856 0.476 1.928 -0.063
C -4.3449 2.4967 1.8550 -0.689 -1.510 -0.060
C -3.0593 2.3962 1.4017 1.945 1.045 -1.173
C -2.4242 3.5239 0.8048 -2.044 -0.320 0.415
C -3.2028 4.6981 0.6479 0.632 -0.710 0.690
C -4.5216 4.7541 1.1663 0.996 -0.455 -0.971
N -1.0555 3.4053 0.2390 1.121 -0.891 -1.220
O -0.5625 2.2634 0.0577 -1.437 2.097 0.721
O -0.4747 4.4144 -0.1459 -0.957 -0.673 0.709
H -6.1665 3.6980 1.9525 -0.013 -0.420 0.249
H -4.8021 1.5939 2.2322 -0.026 -0.100 0.188
H -2.5205 1.4602 1.3930 0.020 -0.080 0.307
H -2.7365 5.5345 0.1485 -0.116 0.203 0.081
H -5.0906 5.6656 1.0583 0.025 0.061 -0.069
C -0.9864 4.7041 -4.0300 -0.063 0.529 0.046
C -2.2743 4.2420 -4.1142 0.292 0.082 -0.267
C -2.5856 2.9529 -3.6914 -0.003 -0.796 0.313
C -1.5906 2.1051 -3.1331 1.195 2.616 -0.681
C -0.2656 2.6684 -3.0203 -1.199 -1.782 -0.014
C -0.0038 3.9226 -3.5006 0.648 0.290 0.157
N -1.8085 0.7088 -2.7112 -0.050 0.911 -0.153
O -2.7680 0.1156 -3.1940 0.752 0.116 0.595
O -0.9836 0.2714 -1.9261 -0.910 -0.429 -0.667
H -0.6936 5.7021 -4.3210 -0.331 0.117 -0.286
H -2.9457 4.9363 -4.5974 -0.735 -0.437 0.220
H -3.6217 2.6690 -3.8020 0.046 -0.537 0.121
H 0.5485 2.0806 -2.6228 -0.124 -0.201 0.177
H 0.9665 4.3968 -3.4955 0.376 -0.550 0.372
C 0.0881 -5.9835 0.6038 1.167 -0.455 0.410
C 1.1077 -4.8654 0.5393 -1.938 0.219 -2.227
O 1.3944 -4.3959 1.8112 1.079 -0.388 2.399
C 1.3627 -3.1492 2.2361 0.596 1.802 0.048
O 0.9689 -2.2035 1.5718 0.156 -0.762 0.730
O 1.9175 -3.0373 3.4898 -0.311 -2.015 -1.550
C 2.0101 -1.7734 4.0801 -1.532 2.587 0.032
H 0.0697 -6.4771 -0.3679 -0.421 0.241 -0.155
H -0.8603 -5.5356 0.9007 -0.028 -0.648 0.164
H 0.4932 -6.7431 1.2723 -0.589 -0.076 0.394
H 0.5377 -4.1510 -0.0547 0.649 0.894 0.035
H 1.9724 -5.1693 -0.0506 0.420 0.190 0.573
H 1.0404 -1.4169 4.4275 -0.497 -0.318 -0.151
H 2.2630 -0.9851 3.3712 0.420 -0.363 -0.009
H 2.5801 -1.6464 5.0005 0.729 -1.129 -0.452
C 0.1653 -1.7532 -5.1987 0.164 0.251 0.043
C -0.3297 -2.6888 -4.1109 -0.483 0.736 -0.681
O 0.7747 -3.2617 -3.4167 0.752 -0.203 0.453
C 1.3671 -2.6439 -2.3871 -1.270 0.155 0.671
O 0.8536 -1.7682 -1.7170 0.739 -0.412 -0.661
O 2.5297 -3.2482 -2.1390 -0.042 -0.200 -0.794
C 3.3429 -2.6422 -1.1661 0.709 1.050 1.374
H -0.6657 -1.3355 -5.7672 -0.133 -0.594 -0.360
H 0.8892 -2.3085 -5.7951 -0.172 0.270 -0.393
H 0.6338 -0.8321 -4.8520 0.334 -0.220 0.588
H -0.8207 -3.5403 -4.5822 0.054 -0.030 0.114
H -1.0803 -2.1619 -3.5218 0.325 -0.199 0.729
H 2.9174 -2.7093 -0.1648 -0.331 -0.025 -0.078
H 3.5174 -1.5839 -1.3601 -0.339 0.099 -0.205
H 4.3415 -3.0725 -1.0911 -0.295 -0.613 -0.630
C 5.6180 -0.0476 2.5358 -0.837 -0.166 -0.040
C 4.3311 0.0477 1.6862 0.106 -1.248 -0.424
O 4.4579 1.2558 0.9315 1.552 0.507 1.301
C 3.5396 1.7470 0.1822 -2.322 -0.240 -2.062
O 2.5533 1.1207 -0.2218 0.707 0.861 0.498
O 3.8998 2.9694 -0.2297 0.631 -0.003 0.242
C 2.9831 3.9160 -0.8096 -0.370 -0.200 0.751
H 5.9252 -1.0262 2.9047 -0.825 -0.390 -0.093
H 5.3652 0.5470 3.4136 0.863 0.368 -0.039
H 6.5053 0.2293 1.9666 -0.259 0.767 0.086
H 3.4140 0.0282 2.2749 0.304 0.638 0.126
H 4.1703 -0.7756 0.9901 0.429 -0.133 -0.282
H 3.4508 4.5275 -1.5813 0.335 -0.808 -0.372
H 2.7740 4.6630 -0.0439 -0.440 -0.356 0.264
H 2.0852 3.3833 -1.1229 -0.020 0.332 -0.085
C -3.5269 -3.3691 -1.1411 -1.299 0.971 0.907
C -2.1893 -3.4398 -0.4368 0.350 -0.432 -0.124
O -2.1768 -3.2683 1.0468 0.047 2.241 -0.562
C -2.0266 -1.9772 1.5662 -0.499 -0.301 -1.156
O -1.8527 -0.9440 0.9030 -0.466 -2.357 1.530
O -2.1907 -2.0711 2.9071 1.224 -0.964 -3.190
C -2.2682 -0.8744 3.6152 -0.661 0.927 1.562
H -3.5539 -3.7342 -2.1678 0.546 -0.445 0.185
H -3.9210 -2.3582 -1.2454 0.345 0.346 0.173
H -4.2980 -3.8633 -0.5501 0.044 -0.442 -0.120
H -1.4960 -2.7911 -0.9722 0.293 0.274 0.638
H -1.8462 -4.4685 -0.5479 0.194 0.112 0.155
H -1.7671 -1.0615 4.5649 -0.276 0.070 0.073
H -3.3457 -0.7662 3.7394 0.049 0.650 0.513
H -1.8327 0.0462 3.2267 0.124 -0.449 -0.682
```
Forces are in eV/Å.

Properties
Lowest unoccupied orbital energy ... -0.80 eV
Energy above the lowest of the compared OMol25 structures with the same formula, charge and spin ... 0.0 kcal per mole